(1)
{
  "formula": "C13H34BeF6N3O6P",
  "method": "wB97M-V/def2-TZVPD",
  "homo_energy_ev": -9.487,
  "spin_multiplicity": 1,
  "e_above_lowest_kj_mol": 1358.9,
  "total_charge": 0,
  "orbital_gap_ev": 2.722,
  "species": ["Be", "P", "F", "F", "F", "F", "F", "F", "O", "C", "O", "O", "H", "C", "C", "C", "O", "C", "N", "H", "H", "H", "H", "H", "H", "H", "H", "H", "H", "H", "C", "C", "C", "O", "C", "N", "H", "H", "H", "H", "H", "H", "H", "H", "H", "H", "H", "C", "C", "C", "O", "C", "N", "H", "H", "H", "H", "H", "H", "H", "H", "H", "H", "H"],
  "coordinates": [[-33.414, 14.570, -20.219], [-39.211, 15.425, -19.472], [-39.621, 16.338, -20.854], [-39.048, 14.181, -20.450], [-37.593, 15.637, -19.521], [-38.970, 14.394, -18.180], [-39.293, 16.600, -18.264], [-40.782, 14.966, -19.376], [-31.620, 14.909, -26.065], [-30.744, 14.587, -25.145], [-31.204, 14.359, -23.977], [-29.701, 14.181, -25.594], [-32.214, 15.305, -25.423], [-29.558, 10.472, -17.828], [-30.849, 10.980, -18.398], [-32.160, 10.432, -17.771], [-33.337, 10.868, -18.478], [-34.498, 10.462, -17.810], [-30.914, 12.428, -18.301], [-29.406, 10.935, -16.853], [-28.704, 10.682, -18.472], [-29.701, 9.404, -17.664], [-30.924, 10.851, -19.478], [-32.100, 10.752, -16.731], [-32.136, 9.348, -17.653], [-34.528, 9.373, -17.856], [-35.346, 10.904, -18.332], [-34.606, 10.782, -16.774], [-30.097, 12.676, -18.841], [-30.609, 12.591, -17.352], [-36.835, 12.347, -25.133], [-35.895, 13.312, -24.469], [-36.315, 14.782, -24.600], [-35.536, 15.661, -23.786], [-35.681, 16.988, -24.256], [-35.874, 12.890, -23.085], [-37.055, 12.581, -26.175], [-37.861, 12.354, -24.764], [-36.569, 11.292, -25.062], [-34.880, 13.136, -24.826], [-37.365, 14.972, -24.379], [-36.219, 15.008, -25.662], [-35.020, 17.585, -23.627], [-36.657, 17.421, -24.031], [-35.218, 17.149, -25.229], [-36.787, 13.081, -22.699], [-35.886, 11.897, -23.272], [-34.157, 18.818, -16.051], [-33.828, 18.200, -17.431], [-32.627, 18.815, -18.114], [-32.648, 18.255, -19.459], [-31.754, 18.979, -20.313], [-33.680, 16.741, -17.213], [-34.976, 18.395, -15.469], [-34.496, 19.840, -16.221], [-33.268, 18.765, -15.424], [-34.706, 18.368, -18.055], [-31.633, 18.655, -17.697], [-32.694, 19.893, -18.257], [-32.051, 19.932, -20.751], [-31.372, 18.431, -21.174], [-30.828, 19.183, -19.775], [-32.984, 16.689, -16.483], [-34.485, 16.433, -16.687]],
  "mulliken_charge": [0.843, 1.177, -0.368, -0.350, -0.337, -0.383, -0.369, -0.363, -0.389, 0.771, -0.462, -0.461, 0.299, -1.289, 0.092, -0.829, -0.230, -0.816, -0.522, 0.383, 0.395, 0.320, 0.361, 0.348, 0.432, 0.327, 0.272, 0.319, 0.271, 0.233, -1.525, 0.439, -0.891, -0.190, -0.828, -0.438, 0.371, 0.403, 0.453, 0.190, 0.400, 0.384, 0.228, 0.327, 0.342, 0.246, 0.280, -1.526, 0.326, -0.814, -0.236, -0.836, -0.485, 0.444, 0.350, 0.407, 0.236, 0.371, 0.429, 0.307, 0.269, 0.337, 0.277, 0.281]
}


(2)
{
  "formula": "C5H10O2",
  "method": "wB97M-V/def2-TZVPD",
  "homo_energy_ev": -9.559,
  "spin_multiplicity": 1,
  "e_above_lowest_kj_mol": 244.8,
  "total_charge": 0,
  "orbital_gap_ev": 10.541,
  "smiles": "CO[C@H]1C[C@H]1CO",
  "species": ["C", "O", "C", "C", "C", "C", "O", "H", "H", "H", "H", "H", "H", "H", "H", "H", "H"],
  "coordinates": [[-1.454, 0.148, -1.639], [-1.379, 0.055, -0.228], [-0.399, 0.900, 0.316], [0.093, 0.624, 1.698], [1.011, 0.415, 0.519], [1.399, -1.008, 0.149], [0.388, -1.953, 0.414], [-0.540, -0.228, -2.120], [-1.624, 1.186, -1.959], [-2.305, -0.463, -1.952], [-0.539, 1.943, 0.031], [0.255, 1.473, 2.356], [-0.252, -0.285, 2.185], [1.805, 1.143, 0.355], [1.703, -1.040, -0.913], [2.271, -1.315, 0.742], [-0.436, -1.595, 0.045]],
  "mulliken_charge": [-0.662, -0.453, -0.068, -0.681, -0.036, -0.661, -0.587, 0.254, 0.330, 0.230, 0.418, 0.273, 0.229, 0.373, 0.284, 0.363, 0.393]
}


(3)
{
  "formula": "C2H3NO2",
  "method": "wB97M-V/def2-TZVPD",
  "homo_energy_ev": -9.908,
  "spin_multiplicity": 1,
  "e_above_lowest_kj_mol": 28.5,
  "total_charge": 0,
  "orbital_gap_ev": 10.454,
  "smiles": "O=CNC=O",
  "species": ["C", "C", "N", "O", "O", "H", "H", "H"],
  "coordinates": [[0.986, 0.169, -1.135], [0.792, -0.386, 1.226], [0.239, 0.023, 0.024], [2.162, 0.030, -1.220], [1.951, -0.579, 1.415], [0.327, 0.428, -1.988], [-0.761, 0.136, -0.031], [0.008, -0.513, 1.998]],
  "mulliken_charge": [0.046, 0.047, -0.095, -0.439, -0.443, 0.327, 0.229, 0.328]
}


(4)
{
  "formula": "CH7BrOSi2",
  "method": "wB97M-V/def2-TZVPD",
  "homo_energy_ev": -10.642,
  "spin_multiplicity": 1,
  "e_above_lowest_kj_mol": 311.3,
  "total_charge": 0,
  "orbital_gap_ev": 9.510,
  "smiles": "C[Si](=O)Br.[SiH4]",
  "species": ["C", "O", "Si", "Si", "Br", "H", "H", "H", "H", "H", "H", "H"],
  "coordinates": [[-1.795, 2.843, -0.917], [0.373, 1.729, 0.604], [2.181, -3.069, 0.653], [-0.860, 1.355, -0.179], [-2.416, -0.014, 0.348], [-2.313, 3.448, -0.121], [-1.047, 3.586, -1.250], [-2.546, 2.580, -1.652], [1.415, -3.847, -0.440], [2.076, -3.708, 1.978], [3.538, -3.318, 0.472], [1.393, -1.585, 0.504]],
  "mulliken_charge": [-0.911, -0.455, 0.357, 0.652, -0.160, 0.287, 0.283, 0.300, -0.081, -0.087, -0.100, -0.084]
}


(5)
{
  "formula": "C40H68F5I2N2O15S",
  "method": "wB97M-V/def2-TZVPD",
  "homo_energy_ev": -11.197,
  "spin_multiplicity": 1,
  "total_charge": 1,
  "orbital_gap_ev": 6.468,
  "species": ["C", "C", "O", "C", "C", "O", "C", "C", "C", "C", "C", "N", "N", "C", "I", "C", "C", "I", "C", "C", "C", "O", "C", "C", "C", "S", "O", "O", "C", "F", "F", "C", "F", "F", "F", "H", "H", "H", "H", "H", "H", "H", "H", "H", "H", "H", "H", "H", "H", "H", "H", "H", "H", "H", "H", "H", "H", "H", "H", "H", "H", "H", "H", "O", "C", "O", "C", "C", "C", "H", "H", "H", "H", "H", "H", "H", "H", "O", "C", "O", "C", "C", "C", "H", "H", "H", "H", "H", "H", "H", "H", "O", "C", "O", "C", "C", "C", "H", "H", "H", "H", "H", "H", "H", "H", "O", "C", "O", "C", "C", "C", "H", "H", "H", "H", "H", "H", "H", "H", "O", "C", "O", "C", "C", "C", "H", "H", "H", "H", "H", "H", "H", "H"],
  "coordinates": [[4.660, -0.895, -1.963], [4.257, 0.276, -2.975], [2.904, 0.181, -3.487], [2.638, 1.244, -4.465], [1.565, 0.646, -5.538], [0.288, 1.329, -5.512], [-0.702, 0.529, -4.783], [-0.359, 0.528, -3.228], [-0.141, 1.888, -2.434], [-0.325, 3.290, -3.221], [-1.904, 3.420, -3.591], [0.204, 1.976, -1.072], [0.325, 0.832, -0.401], [0.656, 1.002, 1.060], [-0.792, 0.784, 2.657], [1.995, 1.359, 1.429], [3.174, 1.606, 0.382], [2.541, 1.631, 3.546], [0.194, -0.527, -0.827], [0.428, -1.789, 0.143], [-0.923, -2.370, 0.800], [-0.829, -3.816, 0.833], [-0.254, -4.291, 2.072], [1.376, -4.355, 2.047], [-0.204, -0.762, -2.340], [-0.486, -2.418, -3.095], [-1.630, -2.436, -4.100], [-0.851, -3.494, -2.083], [1.050, -3.103, -3.966], [2.248, -2.608, -3.376], [0.956, -2.848, -5.356], [1.147, -4.723, -3.823], [2.184, -5.173, -4.700], [-0.035, -5.363, -4.239], [1.567, -5.119, -2.528], [5.792, -0.814, -1.769], [4.113, -0.872, -0.963], [4.497, -1.949, -2.398], [4.339, 1.292, -2.437], [4.963, 0.272, -3.880], [3.607, 1.577, -4.984], [2.155, 2.097, -3.882], [2.095, 0.734, -6.560], [1.443, -0.454, -5.258], [-1.694, 1.104, -4.920], [-0.698, -0.492, -5.286], [0.369, 3.378, -4.119], [-0.072, 4.153, -2.510], [-2.047, 3.560, -4.721], [-2.305, 4.317, -2.994], [-2.435, 2.471, -3.204], [3.131, 2.718, 0.074], [4.180, 1.490, 0.934], [3.105, 0.982, -0.568], [0.890, -2.603, -0.535], [1.198, -1.602, 0.962], [-1.805, -2.082, 0.115], [-1.121, -2.026, 1.868], [-0.584, -5.394, 2.173], [-0.645, -3.768, 3.012], [1.734, -5.399, 2.335], [1.763, -4.156, 0.976], [1.853, -3.554, 2.714], [4.961, 3.077, -7.462], [5.253, 2.024, -7.985], [5.579, 0.964, -7.222], [5.761, -0.371, -7.721], [7.170, -0.572, -8.239], [5.349, 1.908, -9.479], [5.000, -0.618, -8.465], [5.592, -1.040, -6.874], [7.389, 0.090, -9.079], [7.318, -1.604, -8.565], [7.899, -0.341, -7.458], [6.326, 2.268, -9.804], [4.569, 2.529, -9.924], [5.187, 0.900, -9.854], [-2.973, -3.135, 3.909], [-4.005, -2.796, 3.371], [-4.176, -1.516, 2.999], [-5.267, -1.043, 2.194], [-6.481, -0.739, 3.048], [-5.137, -3.768, 3.196], [-5.487, -1.740, 1.382], [-4.922, -0.119, 1.722], [-6.852, -1.634, 3.552], [-7.289, -0.328, 2.437], [-6.227, -0.019, 3.829], [-5.712, -3.817, 4.123], [-4.717, -4.751, 2.978], [-5.799, -3.528, 2.367], [-4.357, 4.509, -2.476], [-4.816, 5.270, -1.649], [-5.836, 6.079, -1.974], [-6.570, 6.877, -1.031], [-5.873, 8.198, -0.777], [-4.197, 5.386, -0.285], [-6.763, 6.318, -0.112], [-7.545, 7.068, -1.486], [-4.885, 8.053, -0.336], [-6.464, 8.821, -0.103], [-5.724, 8.736, -1.716], [-3.341, 6.062, -0.338], [-3.857, 4.397, 0.026], [-4.885, 5.728, 0.484], [2.848, 1.903, 6.326], [2.272, 2.663, 7.078], [1.293, 3.454, 6.610], [0.428, 4.248, 7.439], [1.067, 5.582, 7.769], [2.703, 2.800, 8.509], [0.123, 3.695, 8.330], [-0.480, 4.420, 6.857], [1.989, 5.456, 8.340], [0.383, 6.202, 8.353], [1.332, 6.115, 6.853], [3.549, 3.488, 8.562], [3.012, 1.819, 8.871], [1.913, 3.138, 9.176], [0.938, -7.354, 7.661], [-0.094, -7.019, 7.124], [-0.272, -5.738, 6.751], [-1.369, -5.275, 5.948], [-2.582, -4.979, 6.807], [-1.223, -7.995, 6.951], [-1.586, -5.974, 5.137], [-1.033, -4.350, 5.474], [-2.943, -5.877, 7.314], [-3.394, -4.575, 6.200], [-2.330, -4.256, 7.587], [-1.796, -8.047, 7.878], [-0.799, -8.977, 6.733], [-1.887, -7.759, 6.122]],
  "mulliken_charge": [-0.922, -0.356, -0.095, -0.301, 0.031, -0.453, -0.952, 0.052, 0.046, -0.369, -0.822, -1.210, 1.818, -1.056, 0.261, -0.034, -0.339, 0.234, -0.451, -0.827, 0.011, -0.408, 0.157, -0.931, 1.238, 1.208, -0.689, -0.583, 0.726, -0.233, -0.275, 0.598, -0.236, -0.190, -0.178, 0.366, 0.193, 0.186, 0.344, 0.239, 0.509, 0.003, 0.276, -0.235, 0.315, 0.451, 0.272, 0.496, 0.278, 0.160, 0.219, 0.299, 0.482, -0.490, 0.243, 0.523, 0.146, 0.175, 0.290, 0.005, 0.347, 0.153, 0.257, -0.566, 0.807, -0.315, -0.338, -1.129, -1.066, 0.355, 0.353, 0.278, 0.390, 0.307, 0.286, 0.319, 0.345, -0.399, 0.787, -0.256, -0.411, -1.076, -1.319, 0.370, 0.324, 0.282, 0.386, 0.304, 0.302, 0.309, 0.457, -0.561, 0.726, -0.356, -0.411, -0.944, -0.970, 0.361, 0.296, 0.270, 0.352, 0.301, 0.240, 0.297, 0.377, -0.609, 0.852, -0.328, -0.392, -0.966, -1.164, 0.360, 0.311, 0.278, 0.357, 0.311, 0.282, 0.331, 0.348, -0.566, 0.706, -0.380, -0.007, -0.945, -0.877, 0.287, 0.085, 0.334, 0.174, 0.326, 0.249, 0.302, 0.305]
}


It is found that the maximum force values, taken in the order of the records, are 3.3 0.3 0.9 3.7 7.8 eV Å⁻¹.